(1)
C5H6O2 as an isolated structure, computed with the ωB97M-V functional and the def2-TZVPD basis.

Charge: 0
Gap between HOMO and LUMO (eV): 9.9392
2S+1: 1
Total energy (Eh): -344.4157
ΔE to the lowest compared entry with this formula, charge and spin (kcal/mol): 116.9

Geometry as XYZ:
```
13
Properties=species:S:1:pos:R:3:lowdin_charge:R:1
O -2.91243 0.85769 -0.14839 -0.116
C -0.25855 -0.43546 0.06852 0.079
C 0.93649 -0.72930 1.04035 -0.242
O 1.75080 -1.41116 0.10230 -0.008
C 0.93810 -0.79455 -0.88139 -0.240
C 0.90486 0.65406 -0.66317 -0.024
C 0.90401 0.70146 0.72345 -0.024
H -3.56894 0.15459 -0.19721 0.020
H -2.06361 0.37733 -0.04946 -0.051
H 0.87172 -1.12580 2.04712 0.157
H 0.87300 -1.26065 -1.85795 0.157
H 0.60062 1.43438 -1.34845 0.147
H 0.60486 1.52822 1.35435 0.146
```

---

(2)
C22H33AgN3OS2 as an isolated structure, computed with the ωB97M-V functional and the def2-TZVPD basis.

Charge: -1
Gap between HOMO and LUMO (eV): 4.2809
2S+1: 1
Total energy (Eh): -2040.9119

Geometry as XYZ:
```
62
Properties=species:S:1:pos:R:3:lowdin_charge:R:1
Ag -0.04974 -0.26265 0.26552 0.717
C -3.88089 -0.34895 1.09748 -0.109
C -4.25903 -0.68138 -0.34645 -0.394
C -3.93968 0.49822 -1.26913 -0.096
C -3.67071 -1.98734 -0.85087 -0.174
C -4.53556 -3.05356 -1.01121 -0.102
C -4.15844 -4.27118 -1.57860 -0.162
C -2.86608 -4.34361 -2.09539 -0.127
C -1.94143 -3.32579 -1.94972 -0.205
C -0.65862 -3.44181 -2.74582 -0.394
C -0.59600 -2.36097 -3.83110 -0.086
C 0.62293 -3.42307 -1.91981 -0.108
C -2.24885 -2.11223 -1.17957 -0.430
N -1.35549 -1.19484 -0.88518 -0.175
H -4.41386 0.54416 1.44138 0.068
H -2.81151 -0.16614 1.17843 -0.008
H -4.12730 -1.17581 1.76983 0.071
H -5.34874 -0.81810 -0.36899 0.112
H -2.86553 0.67879 -1.27299 0.042
H -4.46018 1.40077 -0.93058 0.062
H -4.25342 0.28225 -2.29386 0.072
H -5.57095 -2.91832 -0.70067 0.093
H -4.85803 -5.09210 -1.67730 0.065
H -2.56616 -5.23423 -2.64687 0.092
H -0.69620 -4.41585 -3.25166 0.112
H -0.53485 -1.38160 -3.35292 0.059
H -1.49600 -2.38648 -4.44865 0.074
H 0.27769 -2.49810 -4.47854 0.061
H 0.69054 -2.47441 -1.39478 0.018
H 1.49969 -3.55160 -2.56968 0.069
H 0.63228 -4.22883 -1.17758 0.065
C 2.83276 -5.31847 2.60390 -0.053
C 2.72125 -3.89583 2.12671 -0.271
C 2.38139 -2.87074 3.00735 -0.043
C 2.27301 -1.56103 2.57492 -0.098
C 2.49924 -1.27794 1.23505 -0.452
C 2.85765 -2.27665 0.34139 -0.099
C 2.95968 -3.58175 0.79144 -0.043
S 2.50208 0.40674 0.65304 0.848
C 3.96498 0.90418 1.58856 -0.241
O 1.37181 1.14914 1.32410 -0.603
H 2.74376 -5.37897 3.68874 0.072
H 3.79068 -5.75549 2.31710 0.077
H 2.04868 -5.93955 2.16436 0.080
H 2.19365 -3.10134 4.04910 0.110
H 1.95893 -0.77743 3.25188 0.096
H 3.01580 -2.03941 -0.70256 0.108
H 3.20389 -4.36958 0.08884 0.118
H 3.81962 0.65056 2.63736 0.051
H 4.06521 1.98154 1.46360 0.048
H 4.83371 0.38786 1.18176 0.056
C -1.69855 -4.13006 1.16981 -0.056
N -1.48922 -2.77243 1.62724 -0.031
C -1.23493 -2.42273 2.88115 -0.939
N -1.08482 -3.43999 3.79469 0.072
S -1.16469 -0.81152 3.36160 0.541
H -2.20987 -4.08739 0.20751 0.052
H -2.32389 -4.67843 1.87786 0.087
H -0.74985 -4.66577 1.03788 0.079
H -1.54599 -2.01764 0.93011 0.021
H -0.71949 -4.32021 3.46469 0.074
H -0.73656 -3.12202 4.68170 0.062
```

---

(3)
C19H21BiClOP as an isolated structure at a distorted geometry, computed with the ωB97M-V functional and the def2-TZVPD basis.

Charge: +2
Gap between HOMO and LUMO (eV): 5.7968
2S+1: 1
Total energy (Eh): -1827.3582

Geometry as XYZ:
```
44
Properties=species:S:1:pos:R:3:lowdin_charge:R:1
Bi 0.14329 -2.60571 1.86326 1.440
Cl 0.98669 -4.83483 1.13369 -0.030
P -0.12556 -0.59564 0.12032 0.948
C 1.09969 0.72953 -0.11163 -0.362
C 0.82442 2.10952 0.00470 -0.057
C 1.81844 3.06491 -0.27173 -0.036
C 3.11566 2.66393 -0.63119 -0.026
C 3.40589 1.29051 -0.71508 -0.049
C 2.41617 0.34003 -0.45338 -0.117
C -0.45865 -1.23204 -1.56961 -0.364
C -1.30765 -2.34793 -1.66980 -0.113
C -1.58154 -2.92635 -2.90879 -0.049
C -1.01823 -2.41073 -4.07802 -0.030
C -0.18865 -1.29164 -3.98127 -0.041
C 0.09200 -0.69147 -2.74717 -0.058
C -1.71237 0.20348 0.57570 -0.370
C -2.35521 -0.23868 1.74507 -0.148
C -3.60724 0.25041 2.11654 -0.051
C -4.23878 1.22551 1.33348 -0.024
C -3.60731 1.67760 0.16148 -0.025
C -2.35587 1.16546 -0.23025 -0.066
H -1.73931 -2.78619 -0.76213 0.091
H -2.20615 -3.81391 -2.96733 0.121
H -1.19510 -2.88537 -5.04698 0.129
H 0.28823 -0.89854 -4.87521 0.122
H 0.75006 0.18215 -2.70455 0.113
H -0.16343 2.46015 0.31234 0.105
H 1.59308 4.13486 -0.16592 0.127
H 3.89201 3.42100 -0.81317 0.130
H 4.42659 0.98317 -0.97345 0.124
H 2.67285 -0.72112 -0.54866 0.102
H -1.90219 -0.99006 2.41414 0.017
H -4.09318 -0.13106 3.01997 0.125
H -5.22356 1.62002 1.61596 0.131
H -4.09826 2.42884 -0.46222 0.126
H -1.88312 1.52182 -1.15394 0.125
H 0.63339 6.06704 3.45189 -0.001
H -0.05702 5.94689 3.71930 0.001
C 2.78165 -1.88692 3.08025 -0.114
O 2.41196 -2.11391 1.68870 -0.399
H 2.13211 -1.10036 3.48424 0.090
H 3.82380 -1.53071 3.06020 0.120
H 2.67803 -2.81098 3.68055 0.104
H 3.13236 -2.64273 1.25972 0.142
```

---

(4)
One molecule with the formula C21H29N3O4S2, computed with the ωB97M-V functional and the def2-TZVPD basis.

Charge: 0
Gap between HOMO and LUMO (eV): 8.5457
2S+1: 1
Structure (SMILES): COCCn1/c(=N/C(=O)CSCC(=O)NC2CCCCC2)sc2cc(OC)ccc21
Total energy (Eh): -2079.2633
ΔE to the lowest compared entry with this formula, charge and spin (kcal/mol): 7.1

Geometry as XYZ:
```
59
Properties=species:S:1:pos:R:3:lowdin_charge:R:1
C 2.95249 -1.52055 -1.51982 -0.104
O 1.86559 -1.54335 -0.62698 -0.206
C 1.52593 -0.29436 -0.07766 -0.186
C 0.78669 0.62129 -1.07443 -0.086
N 0.29933 1.80363 -0.40990 -0.023
C -0.97860 1.93549 -0.02935 -0.489
N -1.91081 1.07354 -0.32615 0.128
C -3.14008 1.38751 0.14415 -0.607
O -3.39153 2.41298 0.76745 -0.085
C -4.17734 0.33733 -0.14192 -0.360
S -4.71820 -0.46259 1.41447 0.888
C -3.21126 -0.38458 2.42854 -0.364
C -1.99431 -1.02960 1.77868 -0.552
O -0.87567 -0.59279 1.97253 0.042
N -2.27826 -2.10697 1.03621 0.089
C -1.32435 -2.83334 0.22713 -0.306
C -1.29765 -4.31303 0.60961 -0.143
C -0.26694 -5.04658 -0.24370 -0.195
C -0.59076 -4.89138 -1.72648 -0.205
C -0.63489 -3.41421 -2.10514 -0.193
C -1.66769 -2.68111 -1.25588 -0.143
S -1.26857 3.40627 0.87617 1.201
C 0.43078 3.81862 0.71857 -0.413
C 1.07531 4.93949 1.19742 0.001
C 2.43793 5.09709 0.94843 -0.275
O 3.00179 6.22585 1.45315 -0.083
C 4.37468 6.45307 1.24328 -0.089
C 3.12416 4.12592 0.21536 -0.015
C 2.47403 3.00198 -0.26207 -0.006
C 1.12127 2.84011 -0.00595 -0.229
H 3.19865 -2.55976 -1.73147 0.090
H 2.70392 -1.01600 -2.46029 0.087
H 3.82344 -1.02900 -1.07021 0.091
H 2.42391 0.21285 0.30308 0.122
H 0.85466 -0.49948 0.76163 0.101
H 1.44160 0.92730 -1.89560 0.126
H -0.07585 0.08671 -1.47486 0.117
H -3.77823 -0.41748 -0.81700 0.061
H -5.07812 0.79158 -0.55221 0.082
H -2.99261 0.65440 2.67713 0.083
H -3.46153 -0.91835 3.34717 0.088
H -3.25221 -2.36674 0.94415 0.100
H -0.34302 -2.39234 0.41877 0.136
H -1.05083 -4.41316 1.66808 0.118
H -2.28785 -4.74801 0.44915 0.120
H -0.24795 -6.10421 0.02683 0.108
H 0.72125 -4.62681 -0.04627 0.115
H 0.16243 -5.40622 -2.32609 0.107
H -1.55850 -5.35274 -1.93859 0.112
H -0.87916 -3.30573 -3.16407 0.111
H 0.34456 -2.96783 -1.92896 0.095
H -1.69000 -1.62002 -1.51323 0.096
H -2.66212 -3.09826 -1.44089 0.122
H 0.54638 5.69296 1.75610 0.123
H 4.98689 5.66394 1.69146 0.096
H 4.61092 6.53840 0.17766 0.095
H 4.59293 7.39930 1.73553 0.093
H 4.17608 4.23720 0.00814 0.102
H 3.02733 2.27177 -0.83088 0.109
```